(1)
Formula: C38H41Br4N7NiO2P2Si2
Source: the OMol25 dataset
Level of theory: ωB97M-V/def2-TZVPD

Element x y z (Å)
1 H -2.33692 -0.88621 -3.40457
2 Br 0.46866 3.29351 -4.10122
3 H 3.89966 0.48455 5.39525
4 H 4.85849 -0.37019 1.31492
5 C 3.21726 -0.09010 4.77852
6 C 1.47881 -1.53507 3.20223
7 C 0.88703 1.06761 -5.90790
8 P -1.82670 0.04871 0.76207
9 C 3.92710 -1.58925 -2.02819
10 H 2.67716 -4.37014 1.75333
11 H -4.78417 2.46595 -0.87837
12 C -5.01854 -0.67671 -0.95957
13 H 3.18632 -1.77390 6.11701
14 H -2.92422 0.64391 -4.05477
15 N 1.92891 -4.00189 -0.00294
16 H 4.64959 -1.30159 -2.79725
17 C 0.52733 -0.86707 -3.87809
18 Br 1.28833 -0.84250 -8.00116
19 C 1.36291 1.95870 0.85088
20 C 2.59883 4.03011 0.93416
21 C 2.74533 0.44925 3.58633
22 C 0.80221 -1.22805 -5.19237
23 H 3.06902 1.44506 3.32099
24 H 3.35142 2.15444 1.63724
25 H -1.81297 2.29127 5.14307
26 H -4.68681 -4.52223 2.63848
27 O 0.37203 0.84475 -2.30404
28 H 1.65970 5.72755 0.01667
29 Si 3.56100 -0.14344 -0.85316
30 N 2.16279 -0.61758 -0.00106
31 C -2.22349 1.44550 1.87855
32 H 4.48966 1.51299 -2.48034
33 C 1.57369 4.67425 0.25699
34 C -2.65875 2.67446 1.39614
35 H 5.33905 1.09064 0.44589
36 H -0.32063 4.45334 -0.71635
37 H -3.25936 -4.57723 0.60332
38 Br 0.85854 -3.09225 -5.56237
39 C -2.88797 -1.30258 1.43585
40 Si -3.59170 0.37018 -1.66567
41 H 3.54366 2.34877 -1.23996
42 H 4.33552 -2.46197 -1.51036
43 C 1.93975 -2.07491 4.39201
44 H 3.52814 -3.30513 0.84112
45 Ni -0.04147 -0.73475 -1.06297
46 H -2.10666 -2.51136 -0.13765
47 C 0.97775 -0.27709 -6.21368
48 H 0.31906 -4.14619 -2.62830
49 C -3.71069 -1.27635 2.55410
50 C -0.29166 -0.65958 0.97597
51 H -3.11594 4.71731 1.87170
52 H 2.72228 1.50347 -2.53867
53 C -2.78540 3.75816 2.25342
54 N 1.84079 -4.51950 -1.21812
55 H -5.92578 -0.55520 -1.55788
56 C 5.07230 0.03740 0.32286
57 N 3.02095 -4.18803 0.81835
58 C -2.04511 2.39569 4.08943
59 H 3.00814 -1.90650 -2.52701
60 C -3.19141 -0.20636 -3.42330
61 C 3.58259 1.45961 -1.87097
62 H 3.48128 4.58210 1.23824
63 N 0.16957 -3.14525 -0.72569
64 H -4.03317 -0.72217 -3.89295
65 C -3.38675 -3.65379 1.15671
66 P 1.21839 0.13787 1.06019
67 C -4.35651 -2.43303 2.97872
68 H -3.84566 -0.35478 3.10754
69 H -3.61410 2.84357 -2.15580
70 H -4.99626 -2.39721 3.85385
71 C 2.82427 -1.35315 5.18564
72 H -1.50828 0.37242 3.58570
73 H 1.60452 -3.05673 4.70935
74 N 0.94311 -3.20591 0.31134
75 N -2.13191 0.31534 -0.78584
76 C 0.51691 0.54155 -3.54185
77 C -2.48192 3.62170 3.59961
78 H -5.16024 2.09850 -2.55936
79 H -5.24965 -0.37072 0.06364
80 O 0.25465 -1.69676 -2.92938
81 H 5.95443 -0.47636 -0.06897
82 C -4.35457 2.11397 -1.81963
83 H 0.78148 -2.08052 2.57843
84 C -1.89739 1.32027 3.22933
85 H -4.76906 -1.73826 -0.93251
86 C 0.45835 3.95888 -0.14923
87 C -2.74575 -2.50457 0.73284
88 C 0.35094 2.61013 0.15083
89 C 0.72894 -3.96746 -1.65285
90 C 2.50867 2.67294 1.20041
91 H -2.88947 2.76677 0.34208
92 C -4.19207 -3.62253 2.29046
93 C 1.87640 -0.26534 2.76351
94 Br 1.08073 2.37474 -7.27062
95 H -0.49645 2.04266 -0.20475
96 H -2.57086 4.47370 4.26361
97 C 0.64202 1.46124 -4.58118

Forces on atoms 1 to 6 (eV/Å):
H 0.02 -0.02 0.00
Br 0.03 -0.06 0.05
H -0.02 0.03 -0.02
H -0.02 -0.04 0.01
C 0.04 0.00 0.12
C -0.01 -0.08 0.02

Its total charge is -2. The expectation value of S² is 2.006. For the gap between HOMO and LUMO (spin up / spin down), the calculation gives 0.213 / 0.212 hartree. Its spin multiplicity is 3. Its max |F| is 0.0433 Eh/bohr.

(2)
Formula: C4H7N3O
Source: the OMol25 dataset
Level of theory: ωB97M-V/def2-TZVPD

Element x y z (Å)
1 C 0.67385 0.76710 0.61122
2 O -2.07753 -1.07217 0.21057
3 C -0.69088 1.70833 -0.12588
4 H -1.19634 2.13723 0.72060
5 H -0.00915 0.64181 -1.59833
6 H 0.32777 -2.80454 0.10653
7 N 1.68185 0.12647 -0.05545
8 H 2.90332 0.21374 -0.00581
9 H -1.97353 -0.67845 1.09540
10 N -0.71857 -0.92039 -0.47657
11 C -0.37194 0.33653 -0.57766
12 N 1.55695 -1.17762 -0.03666
13 C 0.34177 -1.67700 -0.15913
14 H 0.25522 0.20522 1.43703
15 H -0.70280 2.19373 -1.14586

Forces on atoms 1 to 6 (eV/Å):
C -2.25 2.18 -3.36
O 1.76 -0.40 -0.44
C 1.63 -1.42 -0.62
H -0.54 -0.37 0.02
H 0.35 -1.47 1.02
H -0.67 2.10 -1.12

As for the structure (SMILES): ON1C=NN[C@H]2C[C@@H]21. Its total charge is 0. For the gap between HOMO and LUMO, the calculation gives 0.323 hartree. Its relative energy (zero: lowest compared OMol25 entry of this formula, charge and spin) is 933.49 kJ/mol. Its spin multiplicity is 1. Its max |F| is 0.1642 Eh/bohr.

(3)
Formula: C4H11N2O
Source: the OMol25 dataset
Level of theory: ωB97M-V/def2-TZVPD

Element x y z (Å)
1 N 1.93314 -0.94692 -0.30164
2 C -0.46694 -0.37532 0.10571
3 H -1.36142 -1.41804 -1.28456
4 H 1.19411 1.63557 -0.29079
5 C 1.54060 1.19889 0.62715
6 N -0.51087 -1.18887 -0.90609
7 C 1.21802 -0.31920 0.70560
8 H 1.92911 -0.59769 -1.22959
9 H 1.69604 -1.90234 -0.42749
10 H -3.07135 -0.33125 -0.39708
11 H 0.19062 -1.89817 -0.94719
12 O -1.33391 0.42238 0.50259
13 H 2.63952 1.24228 0.65995
14 C -2.61756 0.62954 -0.07917
15 H 1.71270 -0.68422 1.66553
16 H -3.20432 1.06541 0.83243
17 H -2.82769 1.57626 -0.64297
18 H 1.34021 1.89170 1.40761

Forces on atoms 1 to 6 (eV/Å):
N 1.26 -1.23 -0.39
C 4.43 -1.18 1.56
H -2.43 -0.53 -1.52
H -0.08 0.16 -0.59
C 1.49 -0.72 -0.18
N -0.10 0.48 1.03

As for the structure (SMILES): COC(=[NH2+])[C@H](C)N. Its total charge is +1. For the gap between HOMO and LUMO, the calculation gives 0.394 hartree. Its relative energy (zero: lowest compared OMol25 entry of this formula, charge and spin) is 381.68 kJ/mol. Its spin multiplicity is 1. Its max |F| is 0.0942 Eh/bohr.

(4)
Formula: C7H7NOS
Source: the OMol25 dataset
Level of theory: ωB97M-V/def2-TZVPD

Element x y z (Å)
1 S 1.23183 -0.17714 -1.88777
2 N -0.22520 1.50453 -0.73391
3 H -2.48372 0.22242 0.88578
4 C 0.49886 2.23853 -1.56281
5 H 0.77907 0.15900 2.49098
6 H 2.20375 1.71317 -3.03570
7 O 1.32437 -0.36579 1.90744
8 C 1.30612 1.50095 -2.42089
9 C -0.18176 -2.01450 0.27711
10 C 0.01789 -3.17699 0.42408
11 H 0.20373 -4.26477 0.60167
12 H 0.38025 3.32476 -1.44664
13 H -1.11135 0.76808 1.72110
14 C -0.52572 -0.64701 0.24365
15 H -1.77364 -0.90648 2.05090
16 C -0.10115 0.23353 -0.72813
17 C -1.54333 -0.11230 1.21313

Forces on atoms 1 to 6 (eV/Å):
S -1.01 0.91 -0.37
N -2.22 1.54 1.58
H -1.13 0.22 -1.32
C 0.31 0.30 -0.82
H -0.19 0.29 0.38
H -1.17 0.34 0.22

Its total charge is 0. For the gap between HOMO and LUMO (spin up / spin down), the calculation gives 0.225 / 0.225 hartree. Its relative energy (zero: lowest compared OMol25 entry of this formula, charge and spin) is 516.61 kJ/mol. Its spin multiplicity is 1. Its max |F| is 0.0983 Eh/bohr.

(5)
Formula: C2H7N3O
Source: the OMol25 dataset
Level of theory: ωB97M-V/def2-TZVPD

Element x y z (Å)
1 N 1.35385 -1.05045 0.08667
2 C -0.70589 1.58534 -1.01059
3 H -1.19757 -1.89849 1.93771
4 N 0.64025 1.60299 -0.90407
5 N -0.58678 -1.33169 1.29117
6 H -0.97626 -0.51054 0.89628
7 H -0.94193 2.40310 -1.73852
8 H 1.20125 -2.64642 1.38814
9 H 1.28826 2.13788 -1.55600
10 H 1.23574 1.06095 -0.32540
11 H 2.35265 -0.91830 0.47957
12 O -1.57705 0.82176 -0.53283
13 C 0.67306 -1.71005 0.98800

Forces on atoms 1 to 6 (eV/Å):
N 1.44 1.25 2.13
C -0.90 -0.55 -0.85
H 1.22 0.91 -1.35
N 1.62 1.46 -0.99
N -0.35 -3.14 1.97
H -0.28 0.93 -0.83

As for the structure (SMILES): [H]/N=C/N.NC=O. Its total charge is 0. For the gap between HOMO and LUMO, the calculation gives 0.350 hartree. Its relative energy (zero: lowest compared OMol25 entry of this formula, charge and spin) is 182.74 kJ/mol. Its spin multiplicity is 1. Its max |F| is 0.0723 Eh/bohr.

(6)
Formula: FHO3S
Source: the OMol25 dataset
Level of theory: ωB97M-V/def2-TZVPD

Element x y z (Å)
1 O 0.52943 0.29020 1.91362
2 H -0.20782 -0.88546 0.68779
3 F -0.30602 1.50209 -1.09937
4 O -0.20006 -1.12018 -1.26205
5 O -0.35087 0.09076 0.83688
6 S 0.53534 0.12259 -1.07686

Cartesian forces, eV/Å:
O -1.89 0.03 -1.47
H -0.86 0.70 0.35
F -0.20 -0.56 -0.59
O -0.36 0.44 -0.47
O 2.22 -1.15 3.89
S 1.09 0.54 -1.72

Its total charge is 0. For the gap between HOMO and LUMO (spin up / spin down), the calculation gives 0.376 / 0.247 hartree. Its relative energy (zero: lowest compared OMol25 entry of this formula, charge and spin) is 220.43 kJ/mol. Its spin multiplicity is 1. Its max |F| is 0.0900 Eh/bohr.

Total energy (computed, Ha): -15072.6261, -395.7929, -343.4188, -798.8909, -319.8802, -724.1458